Record 1
{"formula": "C30H90O15", "method": "ωB97M-V with the def2-TZVPD basis set", "multiplicity": 1, "relative_energy_kcal_mol": 86.8, "total_charge": 0, "species": ["C", "C", "O", "H", "H", "H", "H", "H", "H", "C", "C", "O", "H", "H", "H", "H", "H", "H", "C", "C", "O", "H", "H", "H", "H", "H", "H", "C", "C", "O", "H", "H", "H", "H", "H", "H", "C", "C", "O", "H", "H", "H", "H", "H", "H", "C", "C", "O", "H", "H", "H", "H", "H", "H", "C", "C", "O", "H", "H", "H", "H", "H", "H", "C", "C", "O", "H", "H", "H", "H", "H", "H", "C", "C", "O", "H", "H", "H", "H", "H", "H", "C", "C", "O", "H", "H", "H", "H", "H", "H", "C", "C", "O", "H", "H", "H", "H", "H", "H", "C", "C", "O", "H", "H", "H", "H", "H", "H", "C", "C", "O", "H", "H", "H", "H", "H", "H", "C", "C", "O", "H", "H", "H", "H", "H", "H", "C", "C", "O", "H", "H", "H", "H", "H", "H"], "coordinates": [[-0.241, 5.040, 2.095], [-0.206, 3.645, 1.444], [0.174, 2.669, 2.397], [-1.098, 5.057, 2.769], [-0.421, 5.830, 1.362], [0.684, 5.297, 2.608], [0.442, 3.580, 0.563], [-1.188, 3.345, 1.071], [1.108, 2.873, 2.569], [1.243, -4.962, 2.110], [0.836, -3.746, 1.288], [1.427, -2.525, 1.709], [0.676, -5.871, 1.914], [1.100, -4.758, 3.172], [2.303, -5.152, 1.932], [-0.244, -3.607, 1.414], [1.035, -3.865, 0.223], [0.978, -2.220, 2.518], [3.488, -3.772, -1.644], [4.235, -3.313, -2.892], [4.902, -2.097, -2.577], [4.104, -4.151, -0.827], [2.818, -4.610, -1.840], [2.938, -2.919, -1.244], [3.559, -3.195, -3.740], [5.018, -4.031, -3.152], [5.012, -1.661, -3.427], [1.230, -1.046, -5.399], [1.557, -0.739, -3.919], [0.651, -1.407, -3.065], [0.358, -0.501, -5.757], [1.105, -2.117, -5.563], [2.062, -0.716, -6.024], [1.389, 0.335, -3.813], [2.584, -1.045, -3.710], [0.814, -1.184, -2.135], [1.443, 0.039, 4.143], [-0.024, -0.333, 3.944], [-0.235, -1.719, 3.691], [1.554, 1.122, 4.219], [2.143, -0.215, 3.343], [1.929, -0.401, 5.016], [-0.484, 0.243, 3.139], [-0.647, -0.134, 4.821], [-1.129, -1.812, 3.337], [-0.575, 2.580, -2.664], [-1.774, 2.837, -3.545], [-2.298, 4.149, -3.342], [0.278, 3.178, -2.986], [-0.318, 1.517, -2.695], [-0.676, 2.807, -1.600], [-2.580, 2.112, -3.390], [-1.506, 2.770, -4.600], [-2.544, 4.165, -2.405], [5.111, -1.280, 2.366], [4.587, -1.630, 0.982], [5.681, -1.870, 0.099], [5.508, -0.263, 2.334], [5.958, -1.917, 2.620], [4.310, -1.346, 3.101], [4.002, -0.798, 0.581], [4.014, -2.559, 1.009], [5.283, -1.947, -0.781], [-5.081, 2.939, -1.356], [-3.831, 3.214, -0.541], [-3.315, 4.535, -0.760], [-5.902, 3.627, -1.142], [-5.508, 1.958, -1.142], [-4.876, 2.992, -2.426], [-3.028, 2.527, -0.810], [-3.982, 3.098, 0.534], [-3.989, 5.183, -0.539], [3.853, 1.414, -2.383], [5.388, 1.353, -2.382], [5.844, 2.682, -2.611], [3.378, 0.444, -2.241], [3.478, 1.803, -3.331], [3.526, 2.119, -1.617], [5.884, 0.701, -3.099], [5.702, 0.989, -1.398], [5.378, 3.279, -2.020], [-0.941, -0.112, -0.320], [0.502, 0.174, 0.061], [1.348, -0.851, -0.457], [-1.576, 0.753, -0.107], [-1.283, -0.905, 0.345], [-1.080, -0.339, -1.377], [0.602, 0.132, 1.148], [0.801, 1.190, -0.206], [1.566, -1.390, 0.318], [3.732, 2.146, 1.380], [3.894, 3.358, 2.302], [2.746, 3.401, 3.121], [3.542, 1.258, 1.984], [4.609, 1.978, 0.756], [2.851, 2.280, 0.751], [4.006, 4.256, 1.692], [4.751, 3.200, 2.961], [2.805, 4.097, 3.781], [-3.439, -3.277, 4.779], [-3.485, -3.443, 3.259], [-3.211, -2.163, 2.721], [-3.972, -2.381, 5.104], [-2.426, -3.096, 5.139], [-3.937, -4.125, 5.248], [-4.476, -3.757, 2.925], [-2.735, -4.176, 2.953], [-3.231, -2.197, 1.750], [-4.480, -0.843, -0.709], [-4.201, -2.327, -0.735], [-3.045, -2.639, 0.050], [-4.863, -0.584, 0.280], [-5.250, -0.614, -1.445], [-3.578, -0.276, -0.936], [-4.108, -2.661, -1.771], [-4.986, -2.932, -0.273], [-2.621, -3.399, -0.358], [-2.333, -0.777, -4.763], [-3.789, -0.494, -4.419], [-4.404, 0.299, -5.442], [-1.777, 0.147, -4.917], [-2.276, -1.391, -5.661], [-1.895, -1.332, -3.931], [-3.838, -0.001, -3.447], [-4.373, -1.416, -4.387], [-4.995, -0.259, -5.950], [-3.004, 1.617, 3.132], [-3.752, 0.851, 4.258], [-4.737, -0.019, 3.742], [-3.676, 2.316, 2.632], [-2.636, 0.913, 2.384], [-2.157, 2.198, 3.500], [-4.227, 1.545, 4.952], [-3.063, 0.258, 4.868], [-4.267, -0.805, 3.428]], "lowdin_charge": [-0.061, -0.308, -0.114, 0.073, 0.072, 0.060, 0.098, 0.092, 0.027, -0.068, -0.291, -0.114, 0.073, 0.076, 0.073, 0.099, 0.107, 0.045, -0.074, -0.276, -0.100, 0.078, 0.080, 0.061, 0.108, 0.114, 0.089, -0.070, -0.315, -0.100, 0.052, 0.074, 0.070, 0.093, 0.080, 0.023, -0.053, -0.273, -0.096, 0.065, 0.051, 0.081, 0.081, 0.112, 0.062, -0.073, -0.307, -0.082, 0.084, 0.055, 0.054, 0.090, 0.115, 0.022, -0.072, -0.324, -0.091, 0.063, 0.077, 0.062, 0.096, 0.088, 0.021, -0.061, -0.290, -0.092, 0.078, 0.062, 0.078, 0.087, 0.096, 0.099, -0.079, -0.297, -0.083, 0.047, 0.078, 0.057, 0.107, 0.099, 0.070, -0.065, -0.269, -0.108, 0.058, 0.064, 0.067, 0.095, 0.093, 0.037, -0.063, -0.275, -0.097, 0.060, 0.077, 0.062, 0.115, 0.116, 0.106, -0.065, -0.284, -0.128, 0.070, 0.072, 0.078, 0.117, 0.111, 0.047, -0.076, -0.274, -0.105, 0.083, 0.077, 0.056, 0.111, 0.116, 0.106, -0.082, -0.316, -0.079, 0.060, 0.080, 0.065, 0.080, 0.108, 0.075, -0.070, -0.302, -0.096, 0.056, 0.058, 0.063, 0.108, 0.094, 0.023]}



Record 2
{"formula": "C30H90O30", "method": "ωB97M-V with the def2-TZVPD basis set", "multiplicity": 1, "relative_energy_kcal_mol": 96.6, "total_charge": 0, "species": ["C", "C", "O", "O", "H", "H", "H", "H", "H", "H", "C", "C", "O", "O", "H", "H", "H", "H", "H", "H", "C", "C", "O", "O", "H", "H", "H", "H", "H", "H", "C", "C", "O", "O", "H", "H", "H", "H", "H", "H", "C", "C", "O", "O", "H", "H", "H", "H", "H", "H", "C", "C", "O", "O", "H", "H", "H", "H", "H", "H", "C", "C", "O", "O", "H", "H", "H", "H", "H", "H", "C", "C", "O", "O", "H", "H", "H", "H", "H", "H", "C", "C", "O", "O", "H", "H", "H", "H", "H", "H", "C", "C", "O", "O", "H", "H", "H", "H", "H", "H", "C", "C", "O", "O", "H", "H", "H", "H", "H", "H", "C", "C", "O", "O", "H", "H", "H", "H", "H", "H", "C", "C", "O", "O", "H", "H", "H", "H", "H", "H", "C", "C", "O", "O", "H", "H", "H", "H", "H", "H", "C", "C", "O", "O", "H", "H", "H", "H", "H", "H"], "coordinates": [[2.927, 3.099, 1.978], [2.108, 4.321, 1.595], [2.733, 5.447, 2.146], [2.744, 2.711, 3.268], [4.000, 3.150, 1.790], [2.550, 2.317, 1.319], [1.055, 4.198, 1.849], [2.218, 4.545, 0.534], [2.817, 5.424, 3.102], [3.130, 3.370, 3.849], [-4.652, 0.567, -6.244], [-3.224, 0.242, -5.860], [-2.435, -0.392, -6.881], [-5.374, -0.647, -6.238], [-4.711, 0.917, -7.275], [-5.155, 1.275, -5.586], [-3.128, -0.361, -4.957], [-2.665, 1.151, -5.638], [-2.426, -1.326, -6.660], [-5.142, -1.069, -7.068], [-5.171, 0.248, 5.099], [-6.617, -0.152, 4.629], [-7.601, 0.883, 4.813], [-4.684, 1.467, 4.521], [-4.586, -0.561, 4.661], [-5.230, 0.345, 6.183], [-6.994, -1.053, 5.112], [-6.569, -0.328, 3.554], [-7.932, 0.919, 5.714], [-4.175, 1.208, 3.750], [-0.001, 4.221, -1.502], [0.127, 4.297, -3.033], [0.030, 5.681, -3.373], [-1.362, 4.090, -1.112], [0.415, 5.156, -1.125], [0.596, 3.430, -1.048], [-0.511, 3.629, -3.612], [1.137, 3.999, -3.318], [-0.877, 5.966, -3.242], [-1.861, 4.795, -1.531], [3.716, 2.517, -1.766], [3.862, 2.147, -3.235], [5.212, 2.153, -3.633], [3.932, 3.846, -1.412], [4.319, 1.854, -1.145], [2.691, 2.319, -1.455], [3.258, 2.866, -3.789], [3.404, 1.184, -3.460], [5.229, 2.139, -4.593], [4.866, 3.933, -1.206], [1.445, -1.186, -3.284], [2.388, -1.684, -4.293], [3.440, -2.453, -3.692], [0.586, -2.276, -3.035], [0.872, -0.371, -3.727], [1.923, -0.808, -2.380], [2.959, -0.944, -4.854], [1.952, -2.376, -5.013], [3.104, -3.029, -3.002], [-0.096, -1.947, -2.445], [-3.200, -4.356, -2.166], [-2.703, -5.483, -3.102], [-3.048, -5.362, -4.425], [-4.649, -4.344, -2.118], [-2.765, -3.430, -2.541], [-2.776, -4.507, -1.173], [-2.994, -6.492, -2.811], [-1.614, -5.429, -3.120], [-3.101, -6.261, -4.755], [-4.949, -3.689, -2.752], [-0.208, -0.977, -0.123], [0.450, 0.342, 0.193], [-0.352, 1.240, 0.905], [-1.089, -0.980, -1.230], [-0.691, -1.345, 0.782], [0.554, -1.686, -0.449], [0.802, 0.765, -0.748], [1.337, 0.256, 0.819], [0.117, 1.527, 1.692], [-1.666, -0.215, -1.170], [-2.900, 4.911, 4.858], [-1.766, 4.144, 4.275], [-1.023, 3.574, 5.301], [-3.618, 5.700, 3.978], [-2.578, 5.433, 5.759], [-3.579, 4.165, 5.272], [-1.174, 4.628, 3.498], [-2.119, 3.268, 3.731], [-0.403, 2.948, 4.919], [-4.162, 6.254, 4.543], [1.624, -5.291, -0.771], [3.073, -5.006, -0.877], [3.811, -6.048, -0.290], [1.195, -6.209, -1.742], [1.166, -4.316, -0.934], [1.312, -5.537, 0.244], [3.443, -4.167, -0.288], [3.375, -4.854, -1.913], [4.189, -6.628, -0.955], [1.696, -7.013, -1.588], [6.664, -0.761, -2.715], [6.327, -1.257, -1.236], [5.082, -1.911, -1.172], [6.905, -1.780, -3.637], [7.564, -0.156, -2.602], [5.891, -0.101, -3.108], [6.270, -0.473, -0.481], [7.126, -1.936, -0.940], [4.938, -2.355, -2.011], [6.847, -1.370, -4.503], [5.008, -1.225, 2.665], [3.959, -0.388, 2.005], [3.481, -1.040, 0.843], [6.344, -1.158, 2.072], [4.681, -2.255, 2.808], [5.135, -0.869, 3.687], [4.370, 0.564, 1.670], [3.179, -0.183, 2.739], [4.255, -1.285, 0.331], [6.593, -0.243, 1.926], [-2.642, -2.580, 2.535], [-4.016, -2.468, 1.869], [-4.966, -3.381, 2.300], [-1.810, -3.397, 1.788], [-2.770, -2.993, 3.535], [-2.242, -1.580, 2.703], [-3.874, -2.554, 0.792], [-4.484, -1.521, 2.140], [-5.238, -3.844, 1.504], [-2.036, -4.295, 2.040], [-3.789, 1.452, -0.257], [-3.578, 2.018, 1.199], [-3.035, 0.896, 2.032], [-2.533, 1.315, -0.908], [-4.393, 2.203, -0.766], [-4.226, 0.461, -0.138], [-4.533, 2.323, 1.626], [-2.836, 2.817, 1.196], [-2.095, 0.770, 1.883], [-1.941, 2.025, -0.649], [0.200, -0.938, 4.286], [-0.403, 0.457, 4.544], [0.339, 1.418, 3.800], [1.482, -0.910, 4.801], [0.315, -1.198, 3.233], [-0.391, -1.621, 4.896], [-0.460, 0.828, 5.567], [-1.412, 0.337, 4.149], [1.261, 1.257, 4.013], [1.909, -1.706, 4.475]], "lowdin_charge": [-0.286, -0.228, -0.046, -0.040, 0.127, 0.103, 0.122, 0.102, 0.081, 0.103, -0.242, -0.241, -0.070, -0.074, 0.120, 0.120, 0.119, 0.108, 0.079, 0.081, -0.211, -0.220, -0.080, -0.072, 0.102, 0.114, 0.113, 0.107, 0.076, 0.024, -0.218, -0.210, -0.059, -0.063, 0.120, 0.096, 0.123, 0.101, 0.078, 0.088, -0.260, -0.237, -0.056, -0.040, 0.120, 0.097, 0.112, 0.104, 0.093, 0.097, -0.265, -0.220, -0.083, -0.060, 0.125, 0.117, 0.116, 0.127, 0.053, 0.029, -0.198, -0.282, -0.057, -0.074, 0.111, 0.107, 0.121, 0.110, 0.088, 0.077, -0.199, -0.223, -0.075, -0.071, 0.103, 0.115, 0.110, 0.104, 0.059, 0.044, -0.281, -0.269, -0.055, -0.038, 0.125, 0.117, 0.119, 0.105, 0.041, 0.090, -0.265, -0.262, -0.056, -0.039, 0.109, 0.126, 0.120, 0.121, 0.086, 0.082, -0.235, -0.191, -0.091, -0.049, 0.112, 0.094, 0.100, 0.119, 0.065, 0.091, -0.207, -0.253, -0.073, -0.070, 0.129, 0.112, 0.106, 0.105, 0.026, 0.074, -0.263, -0.258, -0.049, -0.056, 0.124, 0.086, 0.125, 0.097, 0.087, 0.096, -0.180, -0.127, -0.126, -0.095, 0.115, 0.123, 0.120, 0.110, 0.033, 0.049, -0.245, -0.184, -0.099, -0.057, 0.125, 0.124, 0.132, 0.106, 0.065, 0.094]}



| no. | frontier orbital gap (eV) | largest force on an atom (eV/Å) | E_tot (eV) |
| --- | --- | --- | --- |
| 1 | 9.7 | 1.493 | -63279.5450 |
| 2 | 9.6 | 2.798 | -93984.9280 |